--- a ---
C2H2O3S | ωB97M-V/def2-TZVPD

The geometry in ORCA input format:
```
! wB97M-V def2-TZVPD RIJCOSX def2/J DEFGRID3
* xyz 0 1
O -2.00992 0.68499 -0.22240
C -0.83760 0.20503 0.03025
O -0.48158 -1.09617 0.15996
C 0.59035 0.99183 0.02851
O 0.50509 2.21557 0.10178
S 2.01419 -0.00193 -0.13277
H -1.13276 -1.87584 -0.20722
H 1.35223 -1.12349 0.24191
*
```

Values from the calculation:
- SMILES = O=C(O)C(=O)S
- frontier orbital gap (eV) = 9.89
- LUMO level (eV) = -0.53
- HOMO (eV) = -10.411

=====

--- b ---
C2H2O3S | ωB97M-V/def2-TZVPD

The geometry in ORCA input format:
```
! wB97M-V def2-TZVPD RIJCOSX def2/J DEFGRID3
* xyz 0 1
C 1.04656 0.85580 -0.48244
C 0.87920 0.43511 0.71846
O -1.42641 -0.56621 -1.56279
O 1.26124 1.24362 -1.53320
O -1.36752 -1.80344 0.47658
S -1.85673 -0.66101 -0.18731
H 0.75926 1.05340 1.66810
H 0.70441 -0.55726 0.90259
*
```

Values from the calculation:
- frontier orbital gap (eV) = 8.59
- LUMO level (eV) = -1.08
- HOMO (eV) = -9.675

=====

Verdict on stability: a comes out on top.

=====

--- a ---
C2H2O3S | ωB97M-V/def2-TZVPD

The geometry in ORCA input format:
```
! wB97M-V def2-TZVPD RIJCOSX def2/J DEFGRID3
* xyz 0 1
C 1.04542 0.15364 -1.26267
C 0.79845 0.14577 -0.10329
O -3.30125 -0.70088 -0.10039
O -0.89584 -1.03394 0.38385
O 0.95436 0.25419 1.19878
S -2.24692 -0.72719 0.88641
H 1.07572 0.13652 -2.33512
H 0.67464 -0.52505 1.57085
*
```

Values from the calculation:
- frontier orbital gap (eV) = 7.54
- LUMO level (eV) = -1.75
- HOMO (eV) = -9.285

=====

--- b ---
C2H2O3S | ωB97M-V/def2-TZVPD

The geometry in ORCA input format:
```
! wB97M-V def2-TZVPD RIJCOSX def2/J DEFGRID3
* xyz 0 1
C 2.45054 0.04940 -0.24883
C 1.42647 1.13315 0.13069
O -2.40109 -0.32183 -0.91298
O -2.73154 -1.91858 0.86314
O 1.39328 -0.31956 0.36556
S -2.42148 -1.70774 -0.49285
H 1.63852 1.71055 0.94688
H 0.64530 1.37461 -0.65161
*
```

Values from the calculation:
- frontier orbital gap (eV) = 8.64
- LUMO level (eV) = -1.21
- HOMO (eV) = -9.851

=====

Verdict on stability: a comes out on top.

=====

--- a ---
C2H2O3S | ωB97M-V/def2-TZVPD

The geometry in ORCA input format:
```
! wB97M-V def2-TZVPD RIJCOSX def2/J DEFGRID3
* xyz 0 1
O 0.08031 -1.85324 -0.34364
C -0.28584 -0.70700 -0.01452
O -1.52850 -0.35849 0.72086
C 0.50161 0.45610 -0.00427
O 0.65020 0.84277 -1.30348
S 1.06795 1.36768 1.29204
H -1.75496 -1.28370 1.00307
H 1.26924 1.53589 -1.35006
*
```

Values from the calculation:
- SMILES = O=C(O)C(O)=S
- frontier orbital gap (eV) = 8.70
- LUMO level (eV) = -1.05
- HOMO (eV) = -9.754

=====

--- b ---
C2H2O3S | ωB97M-V/def2-TZVPD

The geometry in ORCA input format:
```
! wB97M-V def2-TZVPD RIJCOSX def2/J DEFGRID3
* xyz 0 1
C -0.91506 -0.42536 0.23047
C -0.29391 -0.44409 -0.96099
O 0.48187 1.75513 0.92787
O 1.66582 -0.38028 1.43241
O 1.02864 0.14482 -0.96743
S 0.67980 0.35938 0.70336
H -1.83659 -0.42129 0.54136
H -0.81058 -0.58831 -1.90706
*
```

Values from the calculation:
- frontier orbital gap (eV) = 11.31
- LUMO level (eV) = 0.46
- HOMO (eV) = -10.841

=====

Verdict on stability: a comes out on top.

=====

--- a ---
C2H2O3S | ωB97M-V/def2-TZVPD

The geometry in ORCA input format:
```
! wB97M-V def2-TZVPD RIJCOSX def2/J DEFGRID3
* xyz 0 1
C -0.38341 0.80528 0.64249
C -1.54852 0.05762 0.17146
O 2.60436 -1.66761 0.06037
O 1.86108 0.33151 -1.10949
O -1.25012 1.47717 0.03004
S 2.36368 -0.26934 0.11708
H -1.24237 -0.70650 -0.63532
H -2.40468 -0.02814 0.72338
*
```

Values from the calculation:
- frontier orbital gap (eV) = 9.06
- LUMO level (eV) = -0.88
- HOMO (eV) = -9.945

=====

--- b ---
C2H2O3S | ωB97M-V/def2-TZVPD

The geometry in ORCA input format:
```
! wB97M-V def2-TZVPD RIJCOSX def2/J DEFGRID3
* xyz 0 1
C -0.13363 1.55592 -0.38094
C -1.35851 1.46779 -0.73829
O -3.07621 0.41312 1.42332
O 0.95129 1.58108 0.04287
O -0.93045 0.35056 2.53935
S -2.10370 1.12168 2.20343
H -1.88551 0.54284 -1.10056
H -1.95530 2.35297 -0.86847
*
```

Values from the calculation:
- frontier orbital gap (eV) = 8.62
- LUMO level (eV) = -1.08
- HOMO (eV) = -9.704

=====

Verdict on stability: b comes out on top.

=====

--- a ---
C6H11O | ωB97M-V/def2-TZVPD

The geometry in ORCA input format:
```
! wB97M-V def2-TZVPD RIJCOSX def2/J DEFGRID3
* xyz 1 1
C 1.99443 -0.15174 -0.22420
C 1.17521 1.16735 0.09377
C 1.04140 -1.33833 0.06429
C -0.20183 0.72820 0.53483
C -1.12090 0.08761 -0.39259
C -2.61384 -0.04058 -0.03856
O -0.23443 -0.69453 0.43477
H 2.36421 -0.28371 -1.23001
H 2.84236 -0.11777 0.46723
H 1.58621 1.77460 0.77896
H 0.88187 1.87581 -0.78894
H 1.00983 -1.98891 -0.83853
H 1.16784 -1.86857 0.91465
H -0.53165 1.25520 1.49997
H -0.73416 0.02701 -1.36598
H -2.71955 0.27166 0.91215
H -2.76905 -1.15664 -0.10582
H -3.13795 0.45333 -0.71601
*
```

Values from the calculation:
- frontier orbital gap (eV) = 13.36
- LUMO level (eV) = -2.70
- HOMO (eV) = -16.064

=====

--- b ---
C6H11O | ωB97M-V/def2-TZVPD

The geometry in ORCA input format:
```
! wB97M-V def2-TZVPD RIJCOSX def2/J DEFGRID3
* xyz 1 1
C 3.55191 -0.14405 -0.69071
C 2.81110 0.48992 0.09923
C -1.96477 0.48403 -0.54689
C -2.00393 -0.83923 0.27043
C -0.95610 1.19163 0.21162
C -0.53195 -1.06948 0.57597
O 0.10425 0.24290 0.55195
H 4.51616 -0.35041 -0.32997
H 3.51538 -0.40050 -1.71777
H 2.25405 0.89047 0.86392
H -1.44728 0.43339 -1.56836
H -2.92537 0.96990 -0.69503
H -2.51185 -0.50481 1.20913
H -2.43248 -1.69319 -0.29936
H -0.46337 1.95104 -0.24600
H -1.37378 1.58330 1.12107
H -0.16440 -1.67051 1.46264
H 0.02242 -1.56438 -0.27185
*
```

Values from the calculation:
- frontier orbital gap (eV) = 5.96
- LUMO level (eV) = -7.42
- HOMO (eV) = -13.381

=====

Verdict on stability: a comes out on top.

=====

--- a ---
C3H12O4 | ωB97M-V/def2-TZVPD

The geometry in ORCA input format:
```
! wB97M-V def2-TZVPD RIJCOSX def2/J DEFGRID3
* xyz 0 1
C 0.81066 -0.03954 0.61279
C -0.33355 0.60482 0.24625
C -0.66272 1.71024 -0.76699
O -1.43357 0.23905 1.00585
H 1.49232 0.46851 -0.01356
H 0.99229 -0.71838 1.36332
H 0.23966 2.18207 -0.91167
H -1.00566 1.38263 -1.76901
H -1.48301 2.20421 -0.24272
H -2.26976 0.03002 0.42704
O -0.86945 -3.36350 2.02035
H -0.00245 -3.61798 1.81675
H -1.09038 -2.67960 1.43408
O 1.60595 2.70321 0.83240
H 1.68598 2.15392 1.63844
H 2.43767 3.11533 0.73698
O 0.56226 -1.44184 -3.72283
H 1.20990 -1.30288 -2.93195
H -0.01442 -1.96638 -3.18614
*
```

Values from the calculation:
- SMILES = C=C(C)O.O.O.O
- frontier orbital gap (eV) = 9.40
- LUMO level (eV) = 0.34
- HOMO (eV) = -9.059

=====

--- b ---
C3H12O4 | ωB97M-V/def2-TZVPD

The geometry in ORCA input format:
```
! wB97M-V def2-TZVPD RIJCOSX def2/J DEFGRID3
* xyz 0 1
C -0.11065 -3.68427 0.59728
C 0.08918 -2.68873 -0.54138
C -0.12111 -1.43911 -0.31685
O 0.42770 -0.33035 -0.93933
H -0.76364 -4.56219 0.25804
H -0.47262 -3.13476 1.41662
H 0.77969 -4.05698 1.01306
H 0.52254 -2.96258 -1.45425
H -0.82769 -1.07046 0.47883
H -0.21577 -0.07596 -1.61085
O -1.41141 1.68057 -1.27163
H -0.64189 2.17820 -0.93216
H -2.03084 2.38447 -1.76463
O 0.63481 1.42436 2.03046
H 0.74824 0.56984 1.66071
H 1.50547 1.69021 2.19873
O 0.49915 3.34218 0.06545
H 0.33337 2.79649 0.80426
H 0.71664 4.18233 0.41772
*
```

Values from the calculation:
- SMILES = C/C=C/O.O.O.O
- frontier orbital gap (eV) = 9.89
- LUMO level (eV) = 0.64
- HOMO (eV) = -9.249

=====

Verdict on stability: b comes out on top.

=====

--- a ---
C4H4S2 | ωB97M-V/def2-TZVPD

The geometry in ORCA input format:
```
! wB97M-V def2-TZVPD RIJCOSX def2/J DEFGRID3
* xyz 0 1
C 0.14469 -2.32163 -0.04508
C 0.60493 -1.18372 0.03496
C 1.38761 -0.00780 -0.03714
S 3.00960 -0.26193 -0.00551
S 0.75602 1.52975 -0.04768
C -1.17805 1.35622 -0.00841
H -0.18419 -3.16284 0.33714
H -1.77148 2.22092 0.27158
H -1.47183 0.49494 0.61690
H -1.29730 1.33609 -1.11676
*
```

Values from the calculation:
- SMILES = C#CC(=S)SC
- frontier orbital gap (eV) = 7.77
- LUMO level (eV) = -0.92
- HOMO (eV) = -8.689

=====

--- b ---
C4H4S2 | ωB97M-V/def2-TZVPD

The geometry in ORCA input format:
```
! wB97M-V def2-TZVPD RIJCOSX def2/J DEFGRID3
* xyz 0 1
C 0.82394 -0.90295 -0.07478
C -0.08445 0.05821 -0.23074
C -1.55849 0.00350 0.19846
C -0.75501 1.19882 -0.29159
S 2.61387 -0.96532 -0.09644
S 3.47522 0.79943 0.04364
H 0.30858 -1.90824 -0.04255
H -2.37904 -0.54173 -0.30927
H -1.64842 0.01146 1.36581
H -0.79620 2.24682 -0.56255
*
```

Values from the calculation:
- frontier orbital gap (alpha / beta) (eV) = 7.29 / 6.62
- LUMO level (alpha / beta) (eV) = -1.28 / -1.68
- HOMO (alpha / beta) (eV) = -8.570 / -8.299

=====

--- c ---
C4H4S2 | ωB97M-V/def2-TZVPD

The geometry in ORCA input format:
```
! wB97M-V def2-TZVPD RIJCOSX def2/J DEFGRID3
* xyz 0 1
S 1.00764 -2.19704 -0.31160
C 1.01505 -1.04581 0.74986
C 0.21266 -0.01791 1.56399
S 2.00839 0.25666 1.41560
H -0.54987 0.62188 1.03699
H -0.01998 -0.42121 2.61947
C -1.49649 0.80861 -1.77618
C -0.32143 0.51841 -1.80778
H -2.58417 1.09534 -1.57429
H 0.72818 0.38108 -1.91607
*
```

Values from the calculation:
- SMILES = S=C1CS1.C#C
- frontier orbital gap (eV) = 8.39
- LUMO level (eV) = -0.31
- HOMO (eV) = -8.702

=====

Verdict on stability: a comes out on top.

=====

--- a ---
C2H9NO4 | ωB97M-V/def2-TZVPD

The geometry in ORCA input format:
```
! wB97M-V def2-TZVPD RIJCOSX def2/J DEFGRID3
* xyz 0 1
N -0.17230 2.09309 -1.07540
C -0.55918 1.07235 -1.96537
C -0.63101 -0.34568 -1.22266
O -0.87088 -0.54328 -0.07451
O -0.15468 -1.31469 -2.15385
H 0.82276 1.92247 -0.83307
H -0.18654 2.99352 -1.46398
H 0.12485 1.08671 -2.82456
H -1.52300 0.96881 -2.45743
H -0.63349 -2.14719 -2.06769
O 3.37173 1.56479 3.37953
H 3.52141 0.99488 2.67214
H 2.44692 1.73600 3.36119
O -2.07116 -3.60675 1.96289
H -2.02466 -2.58835 2.19545
H -1.46077 -3.88667 2.56731
*
```

Values from the calculation:
- SMILES = NCC(=O)O.O.O
- frontier orbital gap (eV) = 10.29
- LUMO level (eV) = 0.45
- HOMO (eV) = -9.841

=====

--- b ---
C2H9NO4 | ωB97M-V/def2-TZVPD

The geometry in ORCA input format:
```
! wB97M-V def2-TZVPD RIJCOSX def2/J DEFGRID3
* xyz 0 1
C 1.10708 -0.22674 2.91675
N 0.41444 1.05954 2.70767
C 0.07155 1.48699 1.47685
O -0.79549 2.27668 1.19595
O 0.74571 0.83227 0.48382
H 1.61672 -0.54037 2.02071
H 0.40780 -0.98857 3.27042
H 1.74721 -0.03695 3.78033
H -0.02350 1.51469 3.47351
H 0.68706 1.41422 -0.25615
O 0.84349 -0.81927 -3.60128
H 0.33990 -1.62743 -3.47605
H 0.37370 -0.21032 -3.00821
O -2.22049 -3.24665 -3.50339
H -1.53484 -3.67920 -3.02654
H -1.93431 -3.21741 -4.42418
*
```

Values from the calculation:
- SMILES = CNC(=O)O.O.O
- frontier orbital gap (eV) = 10.33
- LUMO level (eV) = 0.39
- HOMO (eV) = -9.941

=====

Verdict on stability: b comes out on top.